Entry 1:
Entry from the OMol25 dataset: a molecular structure, C33H54N2O6P2Se2Tl (ωB97M-V with the def2-TZVPD basis set).

```
100
Properties=species:S:1:pos:R:3:mulliken_charge:R:1
Tl 0.00000 0.00000 0.00000 3.908
C 2.77170 -0.25640 2.03340 0.713
C 2.92790 1.03530 1.49040 0.564
C 3.32420 0.89740 0.14260 0.320
C 3.40950 -0.48160 -0.14370 0.697
C 3.06450 -1.19470 1.02200 0.633
C 3.09890 -2.67440 1.18140 -1.563
C 3.85880 -1.08880 -1.42430 -1.544
C 3.67170 1.99220 -0.79960 -1.527
C 2.77910 2.30820 2.24380 -1.680
C 2.41420 -0.58510 3.43890 -1.467
H 4.09170 -3.01250 1.48110 0.395
H 2.84140 -3.18060 0.24930 0.280
H 2.39160 -3.00750 1.94180 0.307
H 4.87960 -1.46270 -1.33480 0.433
H 3.83780 -0.37000 -2.24540 0.381
H 3.21490 -1.92360 -1.70520 0.120
H 4.75350 2.11750 -0.86130 0.339
H 3.24050 2.94550 -0.49060 0.317
H 3.29620 1.77770 -1.80140 0.254
H 3.64670 2.47670 2.88420 0.329
H 1.88970 2.29320 2.87440 0.274
H 2.68480 3.16070 1.57240 0.349
H 3.28800 -0.93990 3.98950 0.407
H 1.65010 -1.36410 3.47420 0.219
H 2.01910 0.28540 3.96610 0.364
Se -0.84250 3.72760 -0.36080 -0.029
Se -2.76250 2.32030 -0.28590 0.097
C -2.25950 1.66110 1.44640 -0.293
C -2.94730 2.09710 2.58330 -0.762
C -2.57460 1.60750 3.83690 -0.556
C -1.52390 0.69370 3.94100 -1.027
C -0.85970 0.28210 2.78280 0.194
N -1.23860 0.76980 1.57100 0.364
C -0.08330 2.69900 -1.79420 -0.092
C 0.04660 3.26720 -3.06550 -0.695
C 0.60540 2.51120 -4.09810 -0.621
C 1.02510 1.20230 -3.85150 -0.651
C 0.87790 0.66840 -2.56890 -1.089
N 0.33250 1.42160 -1.57650 0.249
H -3.76150 2.80480 2.49660 0.554
H -3.09910 1.93530 4.72510 0.455
H -1.22780 0.30830 4.90810 0.634
H -0.04380 -0.42530 2.84710 0.418
H -0.27910 4.28280 -3.25060 0.533
H 0.71380 2.93880 -5.08640 0.477
H 1.45970 0.60850 -4.64510 0.548
H 1.19810 -0.34400 -2.36210 0.847
C -5.20010 -2.27940 -0.27670 -1.861
C -4.02360 -1.63990 0.44540 2.330
C -4.49270 -0.55430 1.40330 -1.452
O -3.36430 -2.65610 1.18890 -0.281
P -1.76360 -2.57790 1.35750 -0.043
O -1.17330 -1.22120 1.13930 -0.750
C -1.10070 -3.78300 0.21880 -0.653
P -0.72560 -3.00230 -1.34650 -0.170
O -0.03400 -1.69320 -1.14280 -0.714
O 0.12110 -4.07410 -2.20880 -0.194
C -0.27190 -5.43430 -2.32650 0.918
C -0.08550 -5.87390 -3.77370 -1.446
C 0.61640 -6.28610 -1.42540 -1.350
O -2.15350 -2.92930 -2.08970 -0.384
C -2.41820 -2.09590 -3.21310 0.721
C -1.94550 -0.65570 -3.06620 -1.035
C -1.89750 -2.72570 -4.49370 -1.718
O -1.48360 -3.17290 2.82730 -0.487
C -2.26010 -4.14170 3.51180 0.508
C -3.48160 -3.50000 4.15850 -1.187
C -2.61510 -5.36540 2.68100 -1.212
H -5.74590 -1.54430 -0.87600 0.377
H -5.89520 -2.73960 0.43430 0.398
H -4.85290 -3.08050 -0.93790 0.371
H -3.34260 -1.21190 -0.29440 -1.107
H -5.16080 -0.96650 2.16760 0.426
H -5.01880 0.24420 0.87130 0.451
H -3.64300 -0.11510 1.93610 0.135
H -1.76540 -4.63910 0.09230 0.639
H -0.15770 -4.13650 0.64500 0.537
H -1.32330 -5.55470 -2.04590 0.256
H 0.94160 -5.69520 -4.11080 0.314
H -0.73570 -5.30650 -4.44210 0.284
H -0.31700 -6.93640 -3.89930 0.427
H 1.67450 -6.14260 -1.67240 0.319
H 0.37620 -7.34950 -1.52190 0.474
H 0.50360 -6.00820 -0.37500 0.222
H -3.51170 -2.06320 -3.28690 0.490
H -0.86090 -0.57490 -3.18650 0.067
H -2.20600 -0.24910 -2.08510 0.214
H -2.40090 -0.02200 -3.83480 0.651
H -0.80870 -2.83160 -4.47000 0.271
H -2.16630 -2.12570 -5.36880 0.525
H -2.32470 -3.72500 -4.62150 0.364
H -1.61730 -4.49080 4.32880 0.447
H -4.22850 -3.20130 3.41860 0.119
H -3.19610 -2.59640 4.70740 0.288
H -3.96340 -4.19410 4.85460 0.503
H -3.30010 -5.12080 1.86450 0.180
H -3.09670 -6.12900 3.30050 0.535
H -1.71540 -5.80290 2.23710 0.275
H -1.51920 0.00000 -1.07740 -1.367
```

Results
Maximum force (eV Å⁻¹): 8.09
Multiplicity: 1
LUMO (alpha / beta) (eV): -3.472 / -3.473
DFT total energy (Ha): -7508.52706
Charge: +1
Frontier orbital gap (alpha / beta) (eV): 4.5 / 4.5

Entry 2:
Entry from the OMol25 dataset: a single C33H54O5 molecule (ωB97M-V with the def2-TZVPD basis set).

```
92
Properties=species:S:1:pos:R:3:mulliken_charge:R:1
C -2.65765 -1.05593 2.23454 -2.159
C -2.12653 0.21602 1.64649 1.072
C -2.57566 0.65532 0.40552 1.087
C -2.05815 1.83729 -0.14117 0.183
C -1.07610 2.56408 0.53306 1.837
C -0.64963 2.14550 1.79295 0.698
C -1.18646 0.98231 2.32992 0.461
O -0.77911 0.57937 3.61765 -0.709
C 0.30571 -0.19062 3.71745 0.494
O 0.94137 -0.60640 2.78611 -0.674
C 0.63270 -0.45197 5.17371 -0.938
C 1.49584 -1.69623 5.33893 0.411
C 2.40267 -1.60858 6.53672 0.408
O 2.66486 -0.61055 7.15196 -0.583
O 2.91987 -2.80398 6.84787 -0.433
H 3.52307 -2.72692 7.60379 0.351
H 2.13342 -1.79964 4.45451 -0.505
H 0.90128 -2.60665 5.41305 0.451
H -0.29245 -0.51015 5.74683 0.464
H 1.19252 0.41321 5.54345 0.256
C 0.38154 2.92750 2.55051 -2.404
H 0.18453 3.99508 2.48312 0.498
H 1.37367 2.73574 2.14073 0.323
H 0.38391 2.64330 3.59951 0.445
C -0.45666 3.77595 -0.10970 -1.754
C -0.78860 3.82200 -1.59699 -1.291
H -0.53881 4.79545 -2.01963 0.398
H -0.19493 3.06221 -2.10779 0.324
C -2.27219 3.51677 -1.82546 1.527
C -3.16118 4.51682 -1.06977 -1.998
H -2.88408 5.53690 -1.32158 0.383
H -4.20308 4.35894 -1.33856 0.462
H -3.06780 4.37537 0.00381 0.412
C -2.65041 3.57029 -3.31938 -1.644
C -1.92659 2.59453 -4.25216 -0.457
C -2.51643 1.18649 -4.20445 0.019
H -2.53184 0.83543 -3.17544 -0.846
H -3.55340 1.23592 -4.54787 0.727
C -1.76941 0.17166 -5.07608 0.402
C -2.53310 -1.15279 -5.08010 -1.888
H -2.64121 -1.53731 -4.06921 0.294
H -2.01142 -1.89597 -5.67912 0.450
H -3.52854 -1.01588 -5.49729 0.504
C -0.30650 -0.03582 -4.65381 -1.256
C -0.09769 -0.40580 -3.18623 1.158
H -0.49503 0.38226 -2.54805 -0.763
C 1.38359 -0.61426 -2.87647 -1.885
H 1.94072 0.29090 -3.13299 0.380
H 1.75979 -1.41857 -3.51468 0.414
C 1.65680 -0.97151 -1.40821 1.556
C 1.48903 0.24878 -0.50746 0.475
H 2.27457 0.97634 -0.70692 0.327
H 1.52849 -0.03403 0.53984 -0.274
H 0.52587 0.72184 -0.67792 -0.996
C 3.06734 -1.56393 -1.29043 -1.441
C 3.49625 -1.97376 0.11945 -0.501
H 4.51862 -2.35346 0.05522 0.405
C 2.59115 -3.03720 0.73585 -0.368
H 2.48875 -3.87851 0.04562 0.406
H 1.60412 -2.60027 0.88995 -0.110
C 3.09356 -3.55089 2.08928 1.185
C 4.32981 -4.43551 1.94920 -1.627
H 5.15598 -3.89110 1.49961 0.380
H 4.65205 -4.79216 2.92551 0.440
H 4.10724 -5.29939 1.32576 0.326
C 1.98178 -4.32682 2.79401 -1.449
H 1.71037 -5.20606 2.21279 0.450
H 2.30411 -4.65363 3.78072 0.430
H 1.09781 -3.70335 2.90496 0.177
H 3.35506 -2.68123 2.70270 -0.008
H 3.51011 -1.10060 0.77248 0.189
H 3.78285 -0.82839 -1.66952 0.371
H 3.12893 -2.44266 -1.93889 0.365
H 0.92999 -1.73112 -1.10456 0.211
H -0.63829 -1.32518 -2.95574 0.282
H 0.25953 0.87329 -4.87038 0.376
H 0.11735 -0.82658 -5.27907 0.512
H -1.75310 0.55243 -6.10561 0.434
H -0.86695 2.56490 -4.00579 0.195
H -2.00954 2.97470 -5.27394 0.404
H -3.72420 3.38898 -3.39942 0.424
H -2.45941 4.59246 -3.65286 0.440
O -2.55539 2.20158 -1.35674 -0.420
H 0.62744 3.73538 0.01582 0.590
H -0.80546 4.68664 0.38694 0.484
C -3.59997 -0.13352 -0.35379 -2.142
H -4.46939 -0.33642 0.26936 0.551
H -3.91917 0.41665 -1.23289 0.320
H -3.18397 -1.08977 -0.66988 0.323
H -2.41461 -1.89799 1.58778 0.337
H -2.23436 -1.23901 3.21801 0.451
H -3.74155 -1.00851 2.33096 0.415
```

Results
Maximum force (eV Å⁻¹): 0.86
Multiplicity: 1
LUMO (eV): 0.618
DFT total energy (Ha): -1666.14246
Charge: 0
Frontier orbital gap (eV): 8.8

Entry 3:
Entry from the OMol25 dataset: a molecular structure, C33H55ClN2O2P2Ru (ωB97M-V with the def2-TZVPD basis set).

```
96
Properties=species:S:1:pos:R:3:mulliken_charge:R:1
Ru 0.28580 -0.20564 -2.04806 -1.928
P -0.02387 -2.47117 -1.84170 1.555
C 0.97186 -3.23601 -3.23376 1.005
C 0.29552 -3.70007 -0.36285 0.028
C -1.80367 -2.70349 -2.41481 0.323
C 2.34478 -2.57548 -3.36401 -1.522
H 0.37336 -2.97719 -4.12432 0.418
C 1.09500 -4.76273 -3.14722 -1.764
H 1.86618 -5.05630 -2.42513 0.270
H 1.40034 -5.13612 -4.13169 0.470
H 0.16166 -5.27206 -2.88864 0.345
H 2.26802 -1.59472 -3.85100 0.156
H 3.00470 -3.21399 -3.96564 0.501
H 2.82738 -2.42470 -2.38565 0.243
H -1.78159 -2.12476 -3.35546 0.541
C -2.82986 -2.04389 -1.50433 -0.688
C -2.19106 -4.15738 -2.70085 -1.670
H -1.72077 -4.53695 -3.61216 0.328
H -3.27861 -4.20881 -2.84487 0.495
H -1.94745 -4.81972 -1.85849 0.247
H -2.38098 -1.29360 -0.85472 -1.069
H -3.36253 -2.75748 -0.86129 0.360
H -3.57138 -1.50114 -2.10774 0.375
C 1.75738 -3.60811 0.10494 -1.277
H 0.15626 -4.71338 -0.77566 0.835
C -0.76470 -3.53544 0.73488 -1.292
H 2.48709 -4.01999 -0.60394 0.251
H 1.87290 -4.09492 1.08275 0.496
H 2.09487 -2.56592 0.26654 0.283
H -0.98949 -2.48563 0.96281 0.090
H -0.40673 -3.99415 1.66696 0.505
H -1.72671 -4.01278 0.49559 0.283
Cl 0.94949 -0.99311 0.87592 0.604
H 1.80931 -0.43435 -2.20666 0.059
H -1.31096 -0.06512 -2.33183 0.109
P 0.70052 2.35361 -1.56194 1.533
C -0.54322 3.17534 -2.85572 0.620
C 0.62906 3.67772 -0.14843 0.580
C 2.34139 2.57341 -2.50446 0.789
C -1.92355 2.52927 -2.87315 -1.200
H -0.04171 2.94993 -3.81183 0.608
C -0.66152 4.69288 -2.71003 -1.845
H -1.31958 4.94829 -1.87320 0.367
H -1.12100 5.12739 -3.61018 0.457
H 0.29960 5.19325 -2.57354 0.273
H -1.91949 1.56490 -3.39718 0.138
H -2.65762 3.17480 -3.38209 0.461
H -2.30198 2.35525 -1.85657 0.082
H 2.09258 2.08707 -3.46519 0.303
C 3.55598 1.82750 -1.93487 -1.459
C 2.68518 4.03845 -2.78732 -1.721
H 2.05650 4.47406 -3.56859 0.305
H 3.72288 4.11888 -3.13965 0.502
H 2.60395 4.65029 -1.88302 0.276
H 3.27695 1.02065 -1.23855 -0.028
H 4.24657 2.53091 -1.45298 0.476
H 4.13246 1.39368 -2.76908 0.399
C -0.81404 3.71470 0.44492 -1.680
H 0.76219 4.66927 -0.58956 0.878
C 1.78636 3.57030 0.88250 -1.975
H -1.40965 4.49341 -0.03392 0.394
H -0.80352 3.99168 1.50909 0.325
H -1.30490 2.75072 0.35201 0.321
H 2.01139 2.63776 1.38964 0.492
H 1.65918 4.31387 1.68658 0.411
H 2.69261 3.78906 0.33279 0.323
O 1.13388 1.39607 0.25596 -0.930
C 0.17235 0.64057 0.77284 -1.280
N -0.27056 1.23260 2.00193 0.644
C -0.74506 0.44726 2.99493 -0.749
C -2.13126 0.50190 0.34347 0.499
O -3.24787 0.32510 0.70107 -0.599
N -0.98346 0.47485 -0.08452 -0.429
C 0.48202 -0.01198 3.70703 -0.666
C 1.07867 -1.26178 3.48810 0.209
C 2.38661 -1.40873 3.97923 -0.956
C 2.85586 -0.47768 4.90538 -0.645
C 2.13331 0.67285 5.26565 -0.908
C 0.92794 0.93008 4.62660 -0.051
C -1.98799 0.31651 3.60966 1.455
C -1.89552 -0.42442 4.84711 -0.394
C -2.94452 -0.73184 5.69286 -1.018
C -4.23699 -0.36894 5.31545 -0.365
C -4.42733 0.35717 4.13104 -0.957
C -3.35631 0.73606 3.31729 -0.275
H 0.38720 2.01285 2.17526 0.487
H 0.52607 -2.05257 2.99735 0.849
H 2.94160 -2.27153 3.65350 0.472
H 3.81850 -0.63842 5.38430 0.365
H 2.42617 1.38815 6.02793 0.387
H 0.28304 1.78184 4.84674 0.437
H -0.91297 -0.73515 5.18460 0.392
H -2.67801 -1.24323 6.61589 0.402
H -5.06743 -0.64710 5.96288 0.366
H -5.44120 0.63935 3.85839 0.393
H -3.59187 1.32816 2.45778 0.497
```

Results
Maximum force (eV Å⁻¹): 3.96
Multiplicity: 6
Expectation value of S²: 8.815
LUMO (alpha / beta) (eV): 2.725 / 1.594
DFT total energy (Ha): -2787.86053
Charge: -1
Frontier orbital gap (alpha / beta) (eV): 3.7 / 5.5